Density functional theory data (ωB97M-V/def2-TZVPD) for a structure of composition C4H7CuO2 at a distorted geometry.

Summary:
Spin multiplicity: 3
Frontier orbital gap (alpha / beta) in eV: 6.64 / 6.43
LUMO energy (alpha / beta) in eV: 0.52 / -2.05
Expectation value of S²: 2.04

```
14
C4H7CuO2 (ωB97M-V/def2-TZVPD)
O 1.4974 -0.8442 -0.2725
C 0.4854 -1.1650 0.4734
C -0.8319 -1.1641 0.0893
H -1.6004 -1.1174 0.8626
H 0.6882 -1.1403 1.5600
H -1.0857 -1.5070 -0.9178
Cu 2.2553 0.6128 -0.8789
C -0.4163 1.0866 -2.4048
C -0.3463 1.4117 -1.0755
O -0.6593 -0.1294 -2.9385
H -0.1401 1.8155 -3.1743
H -0.3965 2.4917 -0.9059
H -0.2992 1.1121 -0.0283
H -1.5273 -0.1722 -3.3825
```